# 1
Density functional theory data (ωB97M-V/def2-TZVPD) for a structure of composition C47H50GeN5O4PSW.

Results
Frontier orbital gap: 5.686 eV
Net charge: +2
LUMO level: -6.457 eV
HOMO energy: -12.14 eV

Last column: Löwdin charge in e.
Atoms and positions in Å:
W1 0.213 0.223 -0.222  1.553
C1 5.267 -2.482 0.655  -0.023
O1 4.100 -1.657 0.659  -0.085
C2 3.756 -1.047 1.799  -0.210
C3 4.512 -0.976 2.920  0.069
C4 4.097 -0.205 4.072  -0.035
C5 2.892 0.352 4.112  -0.033
C6 1.891 0.232 3.000  -0.261
C7 0.089 2.128 2.275  -0.162
N1 -0.539 1.393 1.182  -0.234
N2 -1.903 1.423 1.340  0.089
C8 -2.491 0.670 0.481  -0.441
O2 -1.706 0.029 -0.370  -0.371
C9 -3.938 0.481 0.390  -0.154
C10 -4.445 -0.650 -0.248  -0.021
C11 -5.815 -0.819 -0.374  -0.053
C12 -6.679 0.144 0.131  -0.057
C13 -6.174 1.267 0.777  -0.059
C14 -4.807 1.436 0.913  -0.017
C15 2.478 -0.393 1.771  -0.184
O3 1.852 -0.252 0.703  -0.156
H1 5.400 -2.798 -0.374  0.101
H2 5.120 -3.355 1.292  0.111
H3 6.152 -1.929 0.973  0.102
H4 5.457 -1.498 2.972  0.127
H5 4.783 -0.107 4.902  0.128
H6 2.565 0.912 4.981  0.142
H7 -0.550 2.038 3.151  0.128
H8 -3.764 -1.398 -0.635  0.107
H9 -6.207 -1.704 -0.857  0.113
H10 -7.750 0.015 0.032  0.114
H11 -6.852 2.007 1.182  0.112
H12 -4.397 2.303 1.415  0.114
C16 1.516 1.714 2.597  -0.065
C17 0.792 -0.780 3.584  -0.177
C18 1.428 -2.168 3.784  -0.013
C19 -0.521 -0.930 2.801  -0.232
C20 -1.524 -1.910 3.430  -0.031
O4 -1.891 -2.773 2.337  0.034
C21 -1.167 -2.434 1.269  -0.296
N3 -0.367 -1.443 1.414  0.074
C22 -1.408 -3.317 0.099  -0.106
C23 -1.851 -4.593 0.478  0.001
C24 -2.249 -5.541 -0.443  -0.029
C25 -2.259 -5.203 -1.782  -0.027
C26 -1.810 -3.954 -2.171  -0.091
C27 -1.343 -2.992 -1.274  -0.248
P1 -0.635 -1.494 -2.142  1.118
C28 0.461 -2.319 -3.347  -0.410
C29 0.783 -1.612 -4.504  -0.132
C30 1.642 -2.157 -5.446  -0.055
C31 2.193 -3.415 -5.237  -0.051
C32 1.878 -4.122 -4.085  -0.052
C33 1.029 -3.572 -3.135  -0.094
C34 -1.999 -0.965 -3.271  -0.308
C35 -2.790 0.153 -3.004  -0.109
C36 -3.851 0.493 -3.832  -0.048
C37 -4.124 -0.259 -4.961  -0.050
C38 -3.313 -1.343 -5.269  -0.050
C39 -2.261 -1.692 -4.439  -0.104
H13 1.830 2.367 3.410  0.128
H14 0.119 3.190 2.008  0.129
H15 2.142 1.977 1.743  0.123
H16 0.502 -0.375 4.558  0.161
H17 1.496 -2.700 2.831  0.102
H18 0.839 -2.773 4.468  0.087
H19 2.426 -2.101 4.209  0.082
H20 -1.017 0.023 2.761  0.099
H21 -2.421 -1.412 3.790  0.144
H22 -1.127 -2.530 4.228  0.124
H23 -1.887 -4.840 1.528  0.126
H24 -2.572 -6.519 -0.111  0.123
H25 -2.602 -5.906 -2.531  0.124
H26 -1.823 -3.726 -3.224  0.090
H27 0.341 -0.641 -4.687  0.101
H28 1.882 -1.597 -6.342  0.119
H29 2.854 -3.849 -5.977  0.116
H30 2.302 -5.105 -3.916  0.115
H31 0.810 -4.135 -2.237  0.113
H32 -2.582 0.791 -2.169  0.010
H33 -4.460 1.353 -3.584  0.118
H34 -4.946 0.008 -5.613  0.116
H35 -3.487 -1.916 -6.170  0.116
H36 -1.624 -2.507 -4.750  0.101
C40 4.401 1.500 -1.761  -0.202
Ge1 2.581 0.889 -2.145  0.747
C41 2.862 -1.059 -2.029  -0.211
C42 2.042 1.433 -3.940  -0.196
C43 1.217 1.703 -0.952  -0.350
H37 5.080 1.093 -2.512  0.037
H38 4.715 1.141 -0.778  0.014
H39 4.479 2.588 -1.778  0.026
H40 2.908 -1.474 -3.032  0.024
H41 2.181 -1.651 -1.429  -0.010
H42 3.846 -1.163 -1.585  0.012
H43 2.507 0.810 -4.704  0.028
H44 2.363 2.466 -4.093  0.035
H45 0.957 1.407 -4.040  0.014
H46 1.289 2.788 -0.920  -0.019
S1 -1.537 3.065 -1.556  0.718
C44 -1.072 4.518 -0.888  -0.802
N4 -2.045 5.391 -0.440  0.070
C45 -1.772 6.592 0.104  -0.049
C46 -0.483 6.998 0.213  -0.035
C47 0.493 6.105 -0.267  -0.096
N5 0.228 4.921 -0.773  0.059
H47 -3.000 5.089 -0.575  0.139
H48 -2.610 7.191 0.430  0.141
H49 -0.225 7.953 0.641  0.114
H50 1.543 6.378 -0.230  0.122

Atomic forces in eV per Å
W 1.21 1.61 -0.56
C 0.03 0.04 -0.01
O -0.13 -0.18 -0.18
C 0.24 -0.32 -0.02
C -0.10 0.15 0.25
C 0.21 -0.10 0.02
C -0.13 0.12 0.10
C -0.05 0.15 0.26
C 0.47 0.23 -0.31
N -0.61 -0.87 -0.63
N -0.02 0.25 0.62
C -0.02 0.17 0.02
O -1.04 0.61 0.20
C -0.10 -0.05 -0.09
C 0.01 0.00 0.01
C 0.00 0.01 0.07
C 0.03 -0.02 0.02
C -0.03 -0.01 0.05
C 0.05 0.03 0.04
C 0.15 0.43 0.66
O 1.00 -0.72 0.35
H -0.03 -0.03 -0.02
H 0.00 0.03 0.06
H -0.01 0.05 -0.02
H 0.05 0.09 -0.08
H -0.01 -0.02 -0.03
H -0.01 -0.05 -0.01
H -0.14 -0.05 -0.02
H -0.01 0.01 -0.05
H 0.01 0.03 -0.02
H 0.03 0.00 0.00
H 0.02 -0.01 -0.03
H -0.04 0.00 -0.03
C -0.15 -0.14 -0.02
C 0.16 -0.38 -0.21
C 0.01 0.13 -0.01
C 0.01 0.06 0.02
C 0.04 -0.04 0.02
O 0.00 -0.01 0.04
C 0.07 -0.13 0.00
N 0.03 -0.28 -0.13
C -0.18 0.03 0.05
C 0.02 -0.02 0.01
C 0.01 0.00 -0.02
C -0.03 -0.05 -0.02
C -0.05 0.08 -0.05
C 0.03 0.14 0.19
P -0.25 -0.57 -0.36
C 0.18 0.17 0.09
C -0.03 -0.05 -0.08
C 0.06 0.02 0.04
C -0.06 0.01 -0.02
C 0.07 0.02 0.08
C 0.03 -0.02 -0.02
C 0.05 0.44 0.19
C 0.01 -0.02 -0.15
C -0.01 -0.01 -0.01
C 0.02 -0.01 0.01
C -0.03 0.02 -0.03
C 0.04 -0.02 -0.03
H 0.01 0.00 0.02
H -0.06 0.03 0.01
H 0.11 0.06 0.04
H 0.08 0.06 0.01
H -0.04 -0.02 0.04
H 0.01 -0.01 -0.01
H -0.06 -0.04 0.03
H -0.02 0.12 -0.03
H -0.07 0.00 -0.07
H 0.03 -0.05 0.01
H -0.02 0.01 0.00
H 0.01 0.03 0.00
H 0.01 0.03 0.02
H 0.04 -0.05 0.02
H 0.01 -0.01 -0.02
H -0.03 -0.04 0.01
H -0.01 0.02 0.03
H -0.01 0.03 -0.02
H 0.00 0.01 -0.01
H -0.04 -0.01 0.09
H 0.06 0.02 -0.02
H 0.01 -0.01 0.01
H -0.01 -0.01 0.01
H -0.02 -0.01 0.04
C -0.17 0.42 0.23
Ge 0.92 -0.25 -0.51
C 0.16 0.08 -0.06
C -0.09 0.32 0.11
C -1.08 -1.85 0.15
H -0.08 -0.04 0.00
H 0.02 0.01 -0.04
H 0.06 -0.04 0.01
H -0.09 0.02 -0.03
H -0.04 -0.17 0.03
H 0.00 0.02 0.09
H 0.00 -0.04 0.08
H -0.04 -0.03 -0.03
H 0.01 0.00 -0.06
H -0.32 0.03 -0.12
S -0.30 0.51 -0.23
C -0.08 -0.04 -0.11
N 0.19 0.05 0.02
C -0.16 0.06 0.02
C 0.19 0.13 0.05
C -0.11 -0.31 -0.09
N 0.00 0.11 0.10
H -0.02 -0.04 0.03
H -0.05 -0.05 -0.04
H -0.01 0.00 -0.03
H -0.01 0.01 0.03

***

# 2
Density functional theory data (ωB97M-V/def2-TZVPD) for the ion C5H10NO2 with charge -1.

Results
Structure (SMILES): CC(=O)NCCC[O-]
Frontier orbital gap: 5.948 eV
Energy above the lowest of the compared OMol25 structures with the same formula, charge and spin: 2.842 eV
Net charge: -1
LUMO level: 3.469 eV
HOMO energy: -2.48 eV

Last column: Löwdin charge in e.
Atoms and positions in Å:
O1 -0.532 -0.987 2.836  0.010
C1 0.004 -1.055 1.750  -0.540
N1 0.328 0.106 1.054  0.066
C2 0.576 0.139 -0.409  -0.296
C3 -0.496 0.611 -1.297  -0.209
C4 -0.623 2.338 -1.253  -0.545
O2 -1.704 2.732 -1.868  -0.341
C5 0.436 -2.383 1.136  -0.021
H1 0.046 0.960 1.498  0.120
H2 0.819 -0.844 -0.791  0.073
H3 1.460 0.910 -0.514  0.130
H4 -0.180 0.225 -2.286  0.089
H5 -1.521 0.297 -0.922  0.111
H6 -0.767 2.497 -0.194  0.045
H7 0.508 2.587 -1.557  0.084
H8 -0.424 -2.798 0.565  0.094
H9 0.800 -3.095 1.846  0.059
H10 1.271 -2.240 0.406  0.070

Atomic forces in eV per Å
O -0.25 -0.36 0.66
C 0.77 1.39 -0.66
N -0.21 -2.26 -0.58
C 2.12 1.50 1.03
C -1.53 2.09 0.37
C -0.03 -3.05 -1.01
O 0.48 0.84 -0.99
C 0.16 0.57 -1.79
H -0.30 0.19 0.02
H 0.81 -0.09 0.58
H -1.11 -1.62 -0.16
H -0.92 0.46 0.07
H 1.10 0.01 -0.89
H 0.84 0.26 1.47
H -1.46 0.29 0.12
H 0.51 0.10 0.41
H -0.24 -0.23 0.78
H -0.75 -0.09 0.57

***

# 3
Density functional theory data (ωB97M-V/def2-TZVPD) for a cluster of 9 separate species, C5H27NO9S in total.

Results
Structure (SMILES): CSCC[C@H](N)C=O.O.O.O.O.O.O.O.O
Frontier orbital gap: 8.421 eV
Energy above the lowest of the compared OMol25 structures with the same formula, charge and spin: 2.269 eV
Net charge: 0
LUMO level: -0.372 eV
HOMO energy: -8.79 eV

Last column: Löwdin charge in e.
Atoms and positions in Å:
O1 -3.978 -1.058 2.146  0.060
C1 -2.831 -1.426 2.180  -0.212
C2 -1.748 -0.909 1.232  -0.344
C3 -0.412 -0.719 1.937  -0.192
C4 0.635 -0.033 1.014  -0.549
S1 2.372 -0.149 1.415  0.829
C5 3.122 -1.299 0.210  -0.392
N1 -2.128 0.326 0.504  0.054
H1 -2.571 -2.330 2.716  0.121
H2 -1.664 -1.711 0.409  0.148
H3 0.186 -1.583 2.260  0.089
H4 -0.466 -0.181 2.870  0.114
H5 0.523 1.049 0.938  0.043
H6 0.473 -0.347 -0.026  0.036
H7 3.391 -2.138 0.874  0.022
H8 4.029 -0.838 -0.212  0.037
H9 2.575 -1.386 -0.719  0.010
H10 -3.041 0.240 0.101  0.080
H11 -2.194 1.053 1.223  0.088
H12 -0.960 -2.103 -1.606  0.079
H13 0.505 -1.656 -1.588  0.035
O2 -0.117 -2.260 -1.165  -0.047
H14 1.831 -3.565 2.184  0.012
H15 1.188 -3.061 0.836  -0.009
O3 1.413 -3.813 1.389  -0.036
H16 -1.188 2.178 -0.089  0.030
H17 -1.961 3.322 -0.925  0.026
O4 -1.648 3.041 -0.059  -0.081
H18 0.231 -3.830 -2.101  0.008
H19 0.555 -3.973 -3.528  0.023
O5 0.024 -4.432 -2.867  -0.089
H20 -0.638 2.624 -3.023  0.043
H21 -1.700 3.744 -2.974  0.064
O6 -1.533 2.818 -2.744  -0.044
H22 1.321 0.464 -2.966  0.048
H23 2.297 1.186 -1.844  0.006
O7 1.692 0.517 -2.091  -0.015
H24 2.509 2.833 -0.289  -0.025
H25 3.468 4.020 -0.548  0.062
O8 3.030 3.239 -0.921  -0.026
H26 -2.865 3.862 2.272  0.015
H27 -1.755 4.059 1.311  -0.012
O9 -1.975 4.227 2.265  -0.108

Atomic forces in eV per Å
O 0.24 0.38 0.28
C -0.41 -0.21 -1.58
C -0.40 -0.49 -1.19
C 2.22 0.06 -0.43
C -0.88 0.73 -1.05
S 0.54 0.18 0.09
C 0.97 0.67 0.76
N 1.04 -0.24 1.42
H 0.39 -0.42 0.79
H 0.04 0.84 1.54
H -1.11 -0.65 -0.24
H -0.51 0.63 0.26
H -0.54 0.03 0.29
H 0.19 -0.04 0.51
H -0.21 -0.23 -1.46
H 0.02 0.00 0.74
H -0.74 -0.81 0.32
H -0.54 -0.13 -0.08
H -0.25 -0.03 -0.40
H 0.00 -0.04 -0.06
H 0.01 0.19 0.02
O 0.20 0.00 -0.07
H 0.64 0.93 1.18
H 0.14 0.22 0.33
O -0.91 -1.24 -1.51
H -0.65 0.51 -0.63
H 0.50 -0.84 -0.04
O 0.21 0.24 0.55
H -0.63 -1.06 -0.53
H -0.09 -0.42 -0.45
O 0.69 1.18 0.78
H 0.24 0.13 0.01
H 0.23 -0.29 -0.23
O -0.51 0.31 -0.33
H 0.61 0.92 -0.44
H 0.92 1.43 -0.65
O -1.52 -2.35 0.91
H -1.50 -0.95 2.43
H -0.38 -0.54 0.07
O 1.78 1.33 -2.43
H -0.14 0.06 0.38
H 0.13 0.05 1.02
O -0.03 -0.03 -0.88